{"formula": "C9H14", "method": "ωB97M-V with the def2-TZVPD basis set", "elements": ["H", "C", "C", "H", "H", "H", "H", "H", "C", "H", "C", "H", "C", "C", "C", "H", "C", "H", "H", "C", "H", "H", "H"], "positions_angstrom": [[0.325438, 2.217520, 3.013050], [0.518816, 2.495612, 0.886717], [1.509445, -1.643367, -0.444111], [-0.838135, -1.688866, 1.937119], [-2.214656, -1.138906, -0.015592], [-2.554115, -1.052468, -2.282630], [-0.743954, 3.589253, 2.372343], [0.252870, 3.334290, 0.160276], [0.189983, 2.974775, 2.259890], [2.613398, -1.865825, -0.643091], [1.036822, -1.700406, 0.890390], [1.517661, -2.232476, 1.707972], [-0.318096, -1.586696, 0.976173], [0.797291, -1.387600, -1.585267], [-0.593184, -1.200264, -1.447500], [1.622526, 2.390020, 0.779842], [-1.520724, -1.262847, -2.590316], [0.875354, 3.585822, 2.701778], [-1.477034, -2.337053, -2.964734], [-1.119911, -1.180847, -0.149183], [1.348702, -1.381326, -2.688592], [0.008106, 1.614950, 0.471989], [-1.236603, -0.543294, -3.346523]], "forces_ev_per_a": [[-1.09, -1.02, 0.24], [0.63, 1.63, -2.16], [3.83, -0.40, 0.12], [0.25, -0.07, -0.36], [0.68, 0.15, -0.09], [0.29, -0.09, -0.11], [0.41, -1.22, -0.15], [0.38, -0.98, 0.69], [-2.22, -0.67, 0.50], [-1.49, 0.35, 0.57], [-0.67, -1.50, -1.65], [0.64, 0.68, -0.23], [-2.17, 1.85, -0.16], [0.23, 0.25, -2.16], [0.12, -0.07, 1.43], [-0.74, -0.30, 0.00], [-0.51, -0.92, -0.55], [2.49, 2.42, 0.21], [-0.16, 1.44, 0.01], [0.57, -1.42, 0.57], [-1.62, -0.11, 3.15], [0.14, 0.09, 0.66], [0.00, -0.12, -0.53]], "fmax_ev_per_a": 3.8, "smiles": "Cc1ccccc1.CC", "e_homo_ha": -0.33251, "relative_energy_kj_mol": 152.8, "e_tot_ev": -9558.59817}

---

{"formula": "C9H14", "method": "ωB97M-V with the def2-TZVPD basis set", "elements": ["C", "H", "H", "C", "C", "H", "H", "C", "C", "C", "H", "H", "H", "C", "H", "H", "H", "C", "H", "H", "C", "H", "H"], "positions_angstrom": [[0.854587, 0.761044, 0.585047], [0.960629, 3.630922, -1.089450], [-0.519246, 2.835107, -0.494496], [3.600083, 1.154885, 0.429619], [3.100789, 0.192945, 1.283425], [-0.182750, 0.448308, 0.644386], [-4.216894, -1.390290, -0.805679], [2.721591, 1.966629, -0.290560], [0.421848, 2.706938, -0.996240], [-3.506667, -2.183691, -0.959726], [0.365292, 2.391955, -2.035000], [-2.534173, -1.784510, -1.250238], [-3.817731, -2.834027, -1.776540], [1.730804, -0.048466, 1.315050], [-2.537921, -2.547801, 0.959601], [3.121174, 2.826466, -0.813615], [1.323759, -0.818112, 1.957465], [-3.321904, -2.989752, 0.339349], [4.644042, 1.396872, 0.274908], [-3.048694, -4.019515, 0.136021], [1.341020, 1.763898, -0.234835], [3.707502, -0.505654, 1.849639], [-4.207131, -2.954159, 0.971870]], "forces_ev_per_a": [[0.31, -1.32, 0.24], [-0.06, 0.83, 0.26], [-0.48, 0.06, -0.13], [-0.17, 0.98, -0.49], [-0.29, -1.16, -0.11], [-0.17, 0.60, -0.20], [-0.19, 0.40, -0.19], [-0.20, -0.33, 0.58], [1.40, -0.71, -0.08], [0.71, -0.78, 0.36], [-0.66, -0.33, -0.06], [-0.14, 0.25, -0.12], [-0.29, 0.13, 0.01], [-0.02, 0.90, -0.05], [0.08, -0.07, -0.11], [-0.03, -0.13, -0.29], [0.06, -0.07, -0.04], [0.05, 0.51, 0.12], [0.16, -0.40, 0.45], [-0.01, -0.15, 0.07], [-0.22, 0.69, -0.04], [0.35, 0.37, -0.04], [-0.20, -0.28, -0.15]], "fmax_ev_per_a": 1.6, "smiles": "Cc1ccccc1.CC", "e_homo_ha": -0.33319, "relative_energy_kj_mol": 41.3, "e_tot_ev": -9559.75354}

---

{"formula": "C9H14", "method": "ωB97M-V with the def2-TZVPD basis set", "elements": ["C", "H", "H", "H", "H", "H", "C", "H", "H", "H", "H", "C", "C", "H", "H", "H", "H", "C", "C", "C", "C", "C", "H"], "positions_angstrom": [[-2.592106, 0.526338, -0.249120], [0.022273, 1.167031, 1.636130], [0.701327, -2.853374, 0.627444], [1.755369, 1.757059, 0.198730], [-4.045667, 0.786428, 1.514530], [2.931567, 1.467075, -1.817238], [-3.030474, 0.609997, 1.244737], [-0.896780, -1.163109, 1.788629], [-2.421119, -0.545566, -0.492332], [-2.471606, 1.200177, 1.898765], [2.235312, 0.643027, -2.913866], [1.933559, -1.500760, -0.418805], [0.423470, 0.369112, 1.000145], [-1.674721, 1.036993, -0.498864], [3.671293, -0.141688, -2.201670], [-3.364710, 0.853218, -0.923625], [2.709053, -2.089155, -0.846270], [-0.007150, -0.988483, 1.151711], [2.725599, 0.402085, -2.014739], [1.992473, -0.126757, -0.795852], [1.365882, 0.869390, 0.069139], [0.850372, -1.836726, 0.446934], [-2.813226, -0.442314, 1.595498]], "forces_ev_per_a": [[-0.56, -0.76, 0.39], [-0.20, -0.50, 0.03], [-0.10, -1.77, 0.16], [1.48, 4.79, -0.04], [-0.99, 0.22, -0.53], [0.78, -0.24, 0.56], [0.78, -3.13, -0.71], [1.07, -0.59, -0.58], [-0.04, 0.71, 0.05], [1.23, 1.34, 0.62], [-1.45, -1.10, -1.28], [-2.14, 3.63, 0.18], [0.00, 1.12, 0.11], [0.16, 0.29, 0.18], [-0.49, 0.33, -0.13], [-0.34, 0.34, -0.25], [-0.18, -1.22, -0.25], [1.78, 2.67, -1.37], [1.83, 0.70, 1.96], [-0.48, 0.79, 0.66], [-2.10, -8.22, -0.18], [0.46, -0.47, 0.26], [-0.52, 1.06, 0.17]], "fmax_ev_per_a": 8.5, "smiles": "Cc1ccccc1.CC", "e_homo_ha": -0.32311, "relative_energy_kj_mol": 219.3, "e_tot_ev": -9557.90828}

---

{"formula": "C9H14", "method": "ωB97M-V with the def2-TZVPD basis set", "elements": ["H", "H", "H", "C", "C", "H", "C", "H", "H", "C", "H", "H", "C", "C", "H", "C", "C", "H", "H", "H", "H", "H", "C"], "positions_angstrom": [[1.761607, 0.835368, 0.811582], [0.410451, 2.591641, -1.623283], [-3.585707, -1.261367, 0.222916], [-0.666101, 0.860470, -1.884051], [-0.497576, 1.880549, 0.240240], [-2.146124, -2.359985, 0.295374], [-2.556617, -1.327332, 0.699204], [3.501145, 0.153811, 1.136123], [-0.300692, 2.735867, 0.855689], [-1.174182, -0.265622, -1.274512], [1.434081, -1.336166, 1.177503], [-2.633745, -1.344358, 1.759130], [-1.225017, 0.871332, 0.899569], [2.652006, 0.104281, 0.534853], [-1.513031, 0.947919, 2.011118], [-1.510138, -0.241570, 0.127336], [-0.120023, 1.842073, -1.092982], [-0.454480, 0.771149, -2.956931], [1.788655, -1.592085, -0.573091], [2.970966, -2.019138, 0.620063], [-1.353883, -1.025181, -1.939472], [3.092120, 0.467723, -0.459623], [2.126285, -1.289379, 0.413244]], "forces_ev_per_a": [[2.27, -1.32, -0.37], [0.50, 1.00, 0.25], [1.30, 0.37, 0.59], [1.48, -1.75, -0.23], [0.01, 0.35, 1.08], [-0.88, 1.75, 1.14], [1.75, -1.34, -3.53], [0.97, 0.31, 1.74], [0.58, 0.49, 0.01], [-0.60, 2.13, 2.57], [-1.87, -1.06, 1.25], [0.06, 0.07, 0.82], [0.42, 0.06, -0.08], [-1.68, 2.56, -3.00], [0.41, -0.06, -2.04], [-2.58, -1.58, -0.35], [-1.48, 0.42, 0.19], [-0.10, 0.41, 0.40], [-0.62, 0.33, 0.06], [-0.97, 0.65, 0.01], [-0.95, -2.26, -0.86], [-0.86, -0.29, 1.07], [2.85, -1.24, -0.73]], "fmax_ev_per_a": 4.3, "smiles": "Cc1ccccc1.CC", "e_homo_ha": -0.32631, "relative_energy_kj_mol": 166.8, "e_tot_ev": -9558.45248}

---

{"formula": "C9H14", "method": "ωB97M-V with the def2-TZVPD basis set", "elements": ["H", "C", "H", "H", "H", "H", "C", "C", "H", "H", "C", "H", "H", "C", "C", "C", "H", "H", "H", "H", "C", "H", "C"], "positions_angstrom": [[-4.032080, -1.280417, 1.438945], [-3.109754, -1.127209, 0.906763], [4.212966, 0.664673, 0.898572], [1.834220, -0.364466, 0.004289], [4.279190, -0.776762, -0.304851], [-0.336309, 1.985947, 0.778688], [-2.737752, 0.171570, 0.634038], [3.989717, 0.243348, -0.082804], [-1.868733, 2.703374, 0.143015], [2.144695, 1.428140, -0.313765], [-2.218782, -2.156253, 0.530182], [-0.038011, -0.397903, -1.344630], [-2.267006, -3.190490, 0.848776], [-0.782443, -0.504532, -0.567702], [-1.554166, 0.486645, -0.047328], [-1.111889, 1.931317, 0.011765], [4.550078, 0.902666, -0.757432], [-0.718609, 2.285002, -0.957501], [-0.547827, -2.683504, -0.642732], [2.327986, 0.140599, -1.446257], [-1.131527, -1.855726, -0.257849], [-3.384479, 0.990236, 0.931849], [2.500515, 0.403744, -0.404028]], "forces_ev_per_a": [[-0.10, -0.38, 0.14], [0.89, -0.27, -0.10], [0.13, -0.81, 0.23], [0.23, 0.58, 0.99], [0.39, -0.12, 0.60], [-0.06, 0.40, -0.12], [-0.08, -0.12, -0.14], [-0.67, 1.16, -0.61], [-0.43, -0.48, 0.74], [-0.21, -0.13, 0.45], [-0.15, 0.20, 0.24], [0.36, 0.59, 0.41], [-0.73, 0.04, -0.01], [-0.52, -2.72, -0.67], [-0.84, 1.64, 0.84], [0.46, 0.30, -1.50], [-0.01, -0.23, -0.08], [0.53, -0.49, 0.30], [0.19, 0.16, 0.00], [0.34, 0.30, -0.55], [0.27, 1.16, -0.29], [0.08, -0.05, 0.11], [-0.07, -0.72, -0.98]], "fmax_ev_per_a": 2.8, "smiles": "Cc1ccccc1.CC", "e_homo_ha": -0.33245, "relative_energy_kj_mol": 79.9, "e_tot_ev": -9559.35309}

---

{"formula": "C9H14", "method": "ωB97M-V with the def2-TZVPD basis set", "elements": ["C", "H", "C", "C", "H", "C", "H", "H", "C", "H", "H", "C", "H", "C", "H", "H", "H", "H", "H", "C", "H", "H", "C"], "positions_angstrom": [[-0.533324, 0.694637, 0.259042], [2.174320, -1.260790, -0.306449], [0.134150, 0.769741, 1.488478], [-1.898806, 0.363460, 0.189855], [3.236719, 0.872089, -1.793809], [-2.494937, -0.048300, -1.093462], [1.752017, 0.237562, -2.097266], [-2.436966, -1.132255, -1.235078], [-2.595088, 0.233674, 1.392311], [-0.093230, 0.871932, 3.585682], [1.213343, 0.732436, 1.460835], [-0.612965, 0.690626, 2.649672], [0.080045, 0.626104, -0.629495], [2.797916, -0.091488, -2.055200], [-2.604189, 0.444328, 3.497811], [4.004198, -1.113021, -0.636655], [2.786540, -2.166304, -1.520168], [-1.899409, 0.271538, -1.950177], [-3.511061, 0.344372, -1.132113], [-1.982276, 0.500354, 2.619402], [3.071465, -0.417745, -3.056016], [-3.587998, -0.200990, 1.387405], [2.999536, -1.221959, -1.024604]], "forces_ev_per_a": [[0.05, -0.90, 0.62], [0.60, 0.65, 0.59], [-0.86, -0.40, -1.18], [1.32, -0.06, 1.05], [0.76, -0.31, 0.00], [-0.01, -0.14, -0.82], [-0.14, -0.56, -0.22], [-0.58, -0.06, 0.42], [0.25, 0.04, -0.02], [-0.17, -0.27, 0.09], [0.09, 0.46, 0.34], [0.52, 0.86, 0.85], [-0.14, 0.31, -0.24], [-1.16, 0.35, 0.28], [0.22, 0.00, 0.33], [-0.07, -0.63, 0.51], [0.82, -0.26, -0.23], [-0.18, 0.61, 0.05], [-0.05, -0.37, -0.49], [-0.23, -0.46, -0.92], [0.25, 0.28, -0.01], [-0.21, 0.38, -0.08], [-1.08, 0.50, -0.94]], "fmax_ev_per_a": 1.7, "smiles": "Cc1ccccc1.CC", "e_homo_ha": -0.33065, "relative_energy_kj_mol": 69.0, "e_tot_ev": -9559.46610}

---

{"formula": "C9H14", "method": "ωB97M-V with the def2-TZVPD basis set", "elements": ["H", "H", "H", "H", "C", "C", "C", "H", "H", "H", "H", "H", "C", "H", "H", "C", "C", "H", "H", "H", "C", "C", "C"], "positions_angstrom": [[-3.191972, 2.727847, -1.654466], [0.906781, 1.533286, -1.499669], [1.629386, -0.454498, 1.912667], [4.192499, -1.562209, 2.814677], [-1.886032, -0.316876, -0.935450], [-2.431009, 1.968979, -1.546187], [3.559278, -0.685866, 2.891379], [2.676261, -1.434344, 0.966057], [-1.489912, -2.404816, -1.179331], [-3.235218, -1.972020, -0.986600], [2.954873, 0.254691, 0.969779], [0.176320, -0.810055, -1.036001], [-2.211585, -1.771133, -0.675576], [2.999221, -0.636042, 3.820552], [-3.857597, 0.467581, -0.994191], [-0.524426, 0.008861, -1.108921], [2.678129, -0.565983, 1.630380], [-0.851097, 3.191344, -2.241157], [-2.175339, -1.953989, 0.401224], [4.134179, 0.231751, 2.915121], [-1.108436, 2.211205, -1.861020], [-0.143349, 1.266161, -1.528407], [-2.800964, 0.706114, -1.074856]], "forces_ev_per_a": [[0.01, 0.06, -0.22], [0.01, -0.07, -0.55], [0.00, 0.27, -0.12], [0.20, 0.04, 0.40], [1.37, -0.05, -0.35], [-0.02, -0.70, 0.10], [-0.24, 0.74, -0.92], [0.26, -0.22, 0.32], [-0.12, -0.19, -0.05], [0.06, -0.29, -0.17], [0.02, 0.21, 0.26], [0.37, 0.16, 0.30], [-0.56, 0.94, 0.54], [-0.20, -0.55, -0.02], [0.00, 0.13, 0.28], [-0.92, -0.31, -0.25], [-0.75, -0.41, -0.07], [0.26, -0.04, 0.03], [0.10, -0.20, -0.03], [0.69, -0.09, 0.14], [-0.11, 0.63, 0.74], [0.25, 0.11, 0.19], [-0.71, -0.18, -0.53]], "fmax_ev_per_a": 1.4, "smiles": "Cc1ccccc1.CC", "e_homo_ha": -0.33113, "relative_energy_kj_mol": 51.9, "e_tot_ev": -9559.64388}

---

{"formula": "C9H14", "method": "ωB97M-V with the def2-TZVPD basis set", "elements": ["H", "C", "H", "H", "H", "H", "C", "C", "H", "H", "H", "H", "C", "C", "C", "H", "H", "H", "C", "C", "H", "C", "H"], "positions_angstrom": [[-1.595547, -0.369645, -2.134923], [0.062649, -0.792660, -0.687570], [-1.309832, 1.090450, 1.374019], [1.984332, -1.677479, -0.180988], [0.783383, -0.549984, -1.512693], [0.544162, 2.843045, -1.109636], [0.445595, 1.744651, -1.025545], [-0.821133, 1.738621, 0.627366], [-0.291395, -2.610754, 1.687325], [1.366775, 1.947867, 0.989841], [-0.201305, -0.360288, 1.332784], [1.171276, 1.301405, -1.774002], [1.001914, -1.612165, 0.298776], [0.680884, -2.712945, 1.291110], [0.522962, -0.160375, 0.554583], [1.447102, -2.652323, 2.084162], [0.730176, -3.734450, 0.858674], [-1.787591, 1.823486, -1.486709], [0.683466, 1.358232, 0.380429], [-1.060947, 1.316481, -0.858907], [-2.142124, -0.471127, -0.458718], [-1.268874, -0.244147, -1.075330], [-0.945927, 2.784105, 0.825950]], "forces_ev_per_a": [[0.49, -0.30, 0.64], [1.70, -1.00, -0.50], [-0.11, 0.71, -0.12], [-0.34, -0.36, 0.12], [-0.80, -0.21, 0.73], [-0.27, -0.44, -0.10], [1.05, 0.49, -2.28], [-0.16, -1.37, -0.14], [-1.11, 0.28, 0.67], [0.43, -0.39, -0.05], [-0.29, 0.22, 0.22], [-1.11, 0.46, 0.42], [-0.04, 1.13, -1.18], [1.51, -0.17, -0.70], [0.66, -1.03, 0.71], [-0.49, -0.16, -0.07], [0.11, 0.68, -0.01], [-0.12, 0.38, 0.22], [-0.54, -0.12, 2.38], [0.68, -0.12, -0.75], [0.19, -0.51, 0.16], [-1.17, 1.26, -0.36], [-0.27, 0.57, -0.03]], "fmax_ev_per_a": 2.6, "smiles": "C[C@H]1[C@H]2C[C@H]3C[C@H](C3)[C@@H]21", "e_homo_ha": -0.32744, "relative_energy_kj_mol": 380.1, "e_tot_ev": -9556.24193}